Here is a cluster of 4 separate species, C3H10N3 in total from the Open Molecules 2025 dataset. Energies are from ωB97M-V with the def2-TZVPD basis set.

Computed properties:
Energy above the lowest of the compared OMol25 structures with the same formula, charge and spin = 114.0 kcal per mole
HOMO-LUMO gap = 9.6 eV
LUMO level = -4.7 eV

Geometry as ORCA input:
```
! RIJCOSX wB97M-V def2-TZVPD def2/J DEFGRID3
* xyz 1 1
C 1.93 0.23 0.30
C -1.92 1.23 -0.40
C -1.25 -0.92 0.31
N 1.18 0.86 0.95
N 3.03 -0.28 -0.15
N -1.17 0.33 0.46
H 1.00 -1.29 -0.43
H -2.98 1.16 -0.08
H -1.52 2.17 -0.25
H -1.93 0.87 -1.45
H 0.23 -1.58 -0.25
H -0.92 -1.43 1.26
H -1.70 -1.40 -0.58
H 2.96 -0.91 -0.94
H 3.73 0.35 -0.05
H -0.69 0.60 1.30
*
```